Record 1
{"formula": "C4H15NO2", "method": "ωB97M-V/def2-TZVPD", "total_energy_ev": -9975.6696, "smiles": "CC[C@H](C)N.O.O", "relative_energy_kj_mol": 136.68, "gap_ev": 9.610, "species": ["C", "C", "C", "C", "N", "H", "H", "H", "H", "H", "H", "H", "H", "H", "H", "H", "O", "H", "H", "O", "H", "H"], "xyz": [[0.389, 2.818, -0.879], [1.330, 1.771, -0.318], [0.641, 0.593, 0.376], [1.564, -0.481, 0.982], [-0.509, 0.106, -0.422], [0.210, 2.699, -1.946], [-0.493, 2.984, -0.271], [0.811, 3.846, -0.777], [2.153, 2.175, 0.325], [2.090, 1.485, -1.054], [0.170, 1.088, 1.234], [1.395, -0.505, 2.059], [1.511, -1.488, 0.565], [2.613, -0.151, 0.815], [-0.389, 0.481, -1.359], [-0.420, -0.897, -0.572], [-0.714, -2.977, -0.250], [-1.303, -3.745, -0.096], [0.052, -3.264, 0.264], [-3.966, -2.430, 0.494], [-3.324, -2.422, -0.233], [-3.810, -1.686, 1.063]], "nbo_charge": [-0.633, -0.424, -0.047, -0.620, -0.840, 0.211, 0.221, 0.215, 0.209, 0.199, 0.162, 0.216, 0.198, 0.209, 0.345, 0.374, -0.947, 0.479, 0.473, -0.953, 0.476, 0.477]}

---

Record 2
{"formula": "C39H33AsBrF6N5O5SSeW", "method": "ωB97M-V/def2-TZVPD", "multiplicity": 2, "total_energy_ev": -283859.6467, "relative_energy_kj_mol": 214.96, "s2": 0.77, "charge": 1, "gap_ev": [6.591, 6.404], "species": ["W", "C", "C", "N", "C", "C", "C", "C", "C", "C", "C", "N", "C", "C", "C", "C", "C", "C", "C", "C", "N", "C", "H", "H", "H", "H", "H", "H", "H", "H", "H", "H", "H", "H", "O", "C", "C", "C", "N", "C", "Br", "C", "H", "H", "H", "H", "C", "C", "C", "C", "C", "C", "C", "S", "O", "O", "N", "C", "C", "C", "O", "O", "H", "H", "H", "H", "H", "H", "H", "H", "H", "H", "H", "H", "F", "As", "F", "F", "F", "F", "F", "Se", "C", "C", "C", "C", "C", "C", "H", "H", "H", "H", "H"], "xyz": [[-1.411, -1.030, -0.390], [-0.515, -3.423, -4.277], [-0.737, -3.094, -2.934], [-1.222, -1.935, -2.550], [-1.560, -1.051, -3.524], [-1.307, -1.254, -4.890], [-0.767, -2.500, -5.255], [-1.594, -0.193, -5.781], [-2.105, 0.976, -5.295], [-2.420, 1.137, -3.926], [-2.196, 0.103, -3.059], [-2.543, 0.026, -1.708], [-3.748, 0.603, -1.305], [-4.829, 0.913, -2.086], [-5.943, 1.563, -1.512], [-5.965, 1.907, -0.193], [-4.868, 1.570, 0.635], [-4.769, 1.898, 2.000], [-3.644, 1.542, 2.688], [-2.643, 0.805, 2.047], [-2.713, 0.433, 0.782], [-3.792, 0.875, 0.066], [-0.124, -4.403, -4.510], [-0.505, -3.821, -2.169], [-0.564, -2.718, -6.297], [-1.380, -0.314, -6.835], [-2.289, 1.804, -5.966], [-2.863, 2.062, -3.581], [-4.834, 0.689, -3.143], [-6.785, 1.804, -2.148], [-6.808, 2.433, 0.235], [-5.571, 2.442, 2.483], [-3.496, 1.793, 3.728], [-1.767, 0.554, 2.621], [2.538, -4.783, 0.849], [1.876, -3.746, 0.327], [2.557, -2.611, -0.165], [1.854, -1.545, -0.659], [0.523, -1.704, -0.718], [-0.129, -2.719, -0.243], [-3.379, -2.597, -0.493], [0.481, -3.807, 0.332], [3.492, -4.645, 0.826], [3.638, -2.571, -0.111], [2.278, -0.609, -0.992], [-0.050, -4.638, 0.774], [4.273, 2.766, 4.045], [2.977, 2.190, 4.540], [2.931, 1.401, 5.691], [1.735, 0.879, 6.153], [0.568, 1.148, 5.450], [0.585, 1.940, 4.309], [1.790, 2.449, 3.858], [-0.957, 0.475, 6.014], [-1.090, 0.668, 7.424], [-1.976, 0.933, 5.104], [-0.782, -1.169, 5.814], [-1.239, -1.748, 4.548], [-0.170, -1.529, 3.468], [-0.703, -1.308, 2.101], [-0.155, -0.492, 1.304], [-1.716, -1.893, 1.611], [5.121, 2.392, 4.617], [4.264, 3.854, 4.125], [4.428, 2.520, 2.993], [3.845, 1.201, 6.236], [1.706, 0.270, 7.048], [-0.333, 2.150, 3.778], [1.804, 3.057, 2.961], [-1.140, -1.624, 6.646], [-2.192, -1.315, 4.236], [-1.402, -2.810, 4.711], [0.520, -2.377, 3.417], [0.444, -0.658, 3.692], [-0.305, 0.754, -0.836], [0.355, 2.500, -0.386], [1.782, 1.665, 0.100], [-0.303, 2.250, 1.185], [0.957, 4.037, -0.001], [-1.185, 3.040, -0.919], [0.934, 2.531, -1.996], [1.656, 0.154, -3.984], [3.477, 0.234, -4.418], [3.934, 1.181, -5.342], [5.280, 1.252, -5.656], [6.182, 0.377, -5.062], [5.737, -0.572, -4.149], [4.395, -0.642, -3.823], [3.223, 1.856, -5.801], [5.629, 1.991, -6.366], [7.233, 0.434, -5.312], [6.442, -1.256, -3.693], [4.037, -1.379, -3.114]], "lowdin_spin": [0.000, 0.002, 0.000, -0.001, 0.002, 0.012, 0.010, 0.004, -0.001, 0.002, 0.000, 0.000, 0.000, 0.000, 0.000, 0.000, 0.000, 0.000, 0.000, 0.000, 0.000, 0.000, 0.000, 0.000, 0.000, 0.000, 0.000, 0.000, 0.000, 0.000, 0.000, 0.000, 0.000, 0.000, 0.000, 0.000, 0.000, 0.001, 0.000, 0.000, 0.000, 0.000, 0.000, 0.000, 0.003, 0.000, 0.000, 0.000, 0.000, 0.000, 0.000, 0.000, 0.000, 0.000, 0.000, 0.000, 0.000, 0.000, 0.000, 0.000, 0.000, 0.000, 0.000, 0.000, 0.000, 0.000, 0.000, 0.000, 0.000, 0.000, 0.000, 0.000, 0.000, 0.000, 0.002, 0.002, 0.001, 0.000, 0.000, 0.000, 0.022, 0.696, 0.063, 0.060, -0.008, 0.074, -0.007, 0.058, 0.001, -0.002, 0.004, -0.002, 0.001]}

---

Record 3
{"formula": "C33H30IrN8Sb", "method": "ωB97M-V/def2-TZVPD", "multiplicity": 6, "total_energy_ev": -55978.1111, "s2": 8.86, "charge": 3, "gap_ev": [4.095, 4.024], "species": ["Ir", "C", "C", "C", "C", "N", "C", "N", "C", "N", "C", "N", "C", "C", "C", "C", "C", "N", "C", "C", "C", "C", "C", "C", "H", "H", "H", "H", "H", "H", "H", "H", "H", "H", "H", "H", "N", "C", "C", "C", "C", "C", "C", "N", "C", "C", "C", "C", "N", "C", "C", "H", "H", "H", "H", "H", "H", "H", "H", "H", "C", "Sb", "C", "C", "H", "H", "H", "H", "H", "H", "H", "H", "H"], "xyz": [[-0.022, 0.015, 0.006], [0.750, 1.186, 4.041], [0.149, 0.218, 4.860], [-0.578, -0.774, 4.264], [-0.687, -0.842, 2.848], [-0.028, 0.073, 2.059], [0.629, 1.065, 2.677], [-1.438, -1.804, 2.358], [-1.730, -2.139, 1.128], [-1.341, -1.429, 0.004], [-1.728, -2.136, -1.125], [-1.435, -1.792, -2.353], [-0.681, -0.828, -2.836], [-0.574, -0.743, -4.251], [0.167, 0.247, -4.833], [0.790, 1.192, -4.004], [0.664, 1.060, -2.641], [-0.014, 0.073, -2.038], [-2.462, -3.289, -0.717], [-3.106, -4.297, -1.434], [-3.751, -5.280, -0.708], [-3.752, -5.281, 0.704], [-3.105, -4.301, 1.432], [-2.462, -3.292, 0.716], [1.299, 2.010, 4.464], [0.258, 0.260, 5.934], [-1.091, -1.536, 4.827], [1.090, 1.803, 2.030], [-1.096, -1.491, -4.825], [0.272, 0.305, -5.906], [1.360, 2.007, -4.415], [1.137, 1.780, -1.983], [-3.092, -4.298, -2.513], [-4.262, -6.075, -1.228], [-4.266, -6.076, 1.223], [-3.089, -4.304, 2.511], [7.288, 1.065, 0.220], [8.572, 0.594, 0.166], [9.806, 1.219, 0.233], [10.941, 0.419, 0.096], [10.841, -0.946, -0.176], [9.614, -1.579, -0.264], [8.449, -0.799, -0.120], [7.144, -1.102, -0.226], [6.456, 0.006, 0.002], [5.011, 0.076, -0.006], [4.244, -1.085, -0.171], [2.867, -1.001, -0.176], [2.207, 0.158, -0.037], [2.932, 1.271, 0.101], [4.310, 1.280, 0.130], [7.036, 2.026, 0.389], [9.898, 2.291, 0.326], [11.920, 0.866, 0.186], [11.743, -1.526, -0.290], [9.536, -2.648, -0.384], [4.732, -2.037, -0.294], [2.269, -1.893, -0.302], [2.394, 2.208, 0.181], [4.820, 2.221, 0.248], [-2.653, 2.921, -1.900], [-1.740, 2.444, -0.005], [-3.415, 2.366, 1.343], [-0.778, 4.300, 0.556], [-3.263, 3.807, -1.755], [-3.282, 2.100, -2.224], [-1.897, 3.121, -2.651], [-3.966, 3.296, 1.238], [-3.074, 2.260, 2.368], [-4.059, 1.532, 1.087], [-1.528, 5.078, 0.501], [0.029, 4.538, -0.128], [-0.402, 4.240, 1.571]], "nbo_charge": [0.968, -0.223, -0.145, -0.169, 0.342, -0.507, 0.029, -0.405, 0.279, -0.481, 0.264, -0.412, 0.343, -0.172, -0.144, -0.226, 0.030, -0.508, 0.097, -0.223, -0.090, -0.097, -0.204, 0.026, 0.246, 0.254, 0.260, 0.192, 0.260, 0.254, 0.247, 0.194, 0.253, 0.247, 0.247, 0.255, -0.499, 0.109, -0.160, 0.010, -0.231, -0.097, 0.278, -0.409, 0.458, -0.066, -0.158, 0.063, -0.477, 0.032, -0.141, 0.445, 0.257, 0.260, 0.268, 0.264, 0.275, 0.237, 0.222, 0.227, -0.943, 1.137, -0.940, -0.950, 0.258, 0.252, 0.245, 0.257, 0.248, 0.252, 0.259, 0.238, 0.241]}